# C5H14O3

2 unconnected molecules or ions with the total composition C5H14O3 at a distorted geometry (the ωB97M-V functional and the def2-TZVPD basis, the OMol25 dataset).

The value obtained for the relative energy (zero: lowest compared OMol25 entry of this formula, charge and spin) is 3.0 kcal/mol. For the HOMO-LUMO gap, the calculation gives 10.928 eV. Its structure (SMILES) is CC(C)CO.OCO. The total charge is 0.

Positions of all 22 atoms, in Å:
H  -1.443  0.162  2.014
H  1.148  -1.487  -1.617
H  -1.886  -2.154  1.965
H  -0.571  2.386  -0.865
H  -2.016  0.577  -0.293
C  1.334  1.198  -2.312
C  -0.267  1.437  -0.402
C  0.837  -0.786  -0.845
O  -1.356  0.898  0.330
H  2.172  1.501  -1.687
H  0.516  -0.943  2.329
H  0.505  1.653  0.340
H  1.713  0.533  -3.085
C  -0.419  -1.381  2.705
H  1.705  -0.549  -0.231
H  0.098  -1.280  -0.217
O  -1.496  -0.435  2.788
H  -0.332  -1.815  3.711
C  0.274  0.487  -1.473
H  0.925  2.084  -2.794
H  -0.563  0.214  -2.131
O  -0.878  -2.300  1.770

---

# C7H13N3O2

A gas-phase ion, C7H13N3O2 (charge +2) at a distorted geometry (the ωB97M-V functional and the def2-TZVPD basis, the OMol25 dataset).

The value obtained for the relative energy (zero: lowest compared OMol25 entry of this formula, charge and spin) is 21.9 kcal/mol. For the HOMO-LUMO gap (alpha / beta), the calculation gives 7.843 / 6.848 eV. The total charge is +2.

Positions of all 25 atoms, in Å:
C  0.302  0.751  1.480
C  2.257  -0.163  0.568
H  -2.738  -3.325  -0.752
H  1.503  1.641  -0.029
C  3.614  0.028  -1.459
N  1.476  0.806  0.639
H  -2.494  3.157  -0.392
H  3.801  1.045  -1.286
H  2.944  0.018  -2.254
H  3.527  -1.480  -0.061
C  -2.694  1.226  -0.527
O  -3.106  2.461  -0.647
C  -1.702  0.751  0.282
H  -1.119  2.406  1.385
C  -2.157  -2.898  0.026
H  -1.296  -3.423  0.216
H  4.506  -0.431  -1.910
O  -1.759  -1.530  -0.464
H  -2.722  -2.702  1.033
N  -0.812  1.467  0.965
H  -3.446  0.413  -0.871
H  0.744  1.206  2.417
C  -1.645  -0.591  0.396
N  3.121  -0.592  -0.266
H  -0.105  -0.245  1.510

---

# C4H6N2O3S

A single C4H6N2O3S molecule at a distorted geometry (the ωB97M-V functional and the def2-TZVPD basis, the OMol25 dataset).

The value obtained for the relative energy (zero: lowest compared OMol25 entry of this formula, charge and spin) is 164.8 kcal/mol. For the HOMO-LUMO gap (alpha / beta), the calculation gives 7.653 / 7.654 eV. The total charge is 0.

Positions of all 16 atoms, in Å:
H  -0.816  -1.522  0.638
O  0.992  2.180  1.167
C  -1.095  2.074  0.256
N  -0.394  2.580  1.251
S  0.419  0.459  -1.522
O  2.928  3.006  1.322
C  0.527  -1.330  -1.055
H  1.280  -1.353  -0.265
H  -1.645  -1.700  -1.134
C  -0.638  0.939  -0.365
H  -2.189  2.203  0.410
H  0.758  -1.938  -1.963
C  -0.711  -1.874  -0.331
H  -0.639  -3.722  0.580
O  -0.547  -3.296  -0.258
N  1.768  3.295  1.268

---

# C30H44Br2CdN2P2

A molecular structure, C30H44Br2CdN2P2 at a distorted geometry (the ωB97M-V functional and the def2-TZVPD basis, the OMol25 dataset).

The value obtained for the relative energy (zero: lowest compared OMol25 entry of this formula, charge and spin) is 32.9 kcal/mol. For the HOMO-LUMO gap, the calculation gives 4.855 eV. The total charge is +2.

Positions of all 81 atoms, in Å:
P  -2.039  0.125  4.424
C  4.647  -1.943  0.509
C  -2.315  -1.414  3.490
C  3.673  3.449  1.198
H  -3.322  1.019  2.610
C  -2.255  -2.491  -0.935
N  2.261  -1.719  0.711
H  -1.669  4.404  0.312
H  0.829  2.130  -1.781
H  0.050  1.360  4.254
C  0.004  3.263  0.984
H  -2.388  0.874  -1.661
H  -0.635  -3.239  -8.847
H  -0.475  2.950  1.927
H  -2.364  0.531  -8.687
C  -0.937  -1.213  -6.080
H  -0.599  -3.776  -1.334
C  3.499  -1.171  0.733
H  -3.524  -3.189  3.693
H  -1.689  2.740  -0.265
H  2.677  0.274  -1.310
C  -0.910  -0.547  -2.303
C  2.182  -3.052  0.855
Cd  0.172  -0.309  0.318
C  -1.628  -0.160  -6.744
H  -4.445  -1.698  3.875
C  -0.218  0.334  4.553
C  -0.547  -1.205  -4.650
C  -0.911  -2.716  -1.262
H  5.473  -3.938  0.521
H  3.192  -4.956  0.955
H  -3.927  3.184  3.619
H  -1.387  -2.003  3.504
C  -0.958  -2.387  -8.241
H  -0.130  -2.161  -4.294
C  -0.137  -1.659  -1.758
H  0.229  -0.369  3.836
H  1.258  0.341  6.156
C  -1.953  -0.109  -1.450
H  3.582  -0.100  0.918
C  -0.692  -2.367  -6.863
H  2.051  3.338  -1.262
N  -1.578  -1.367  -8.824
Br  -3.095  -4.065  -0.376
H  -0.639  3.958  -1.014
C  1.739  2.279  -1.163
H  0.589  4.147  1.253
H  -1.966  0.731  -6.230
C  -3.360  2.476  4.219
H  -1.205  0.753  -4.104
H  4.367  2.965  0.504
H  -2.512  -1.129  2.449
H  -3.426  -2.262  5.198
H  2.939  1.362  -2.727
H  -2.657  3.040  4.832
C  2.632  2.477  1.739
H  0.185  -1.070  6.154
H  3.859  1.602  -1.255
Br  6.371  -1.122  0.354
P  1.247  1.972  0.596
C  0.225  0.014  5.989
C  -1.043  3.596  -0.063
C  -3.491  -2.180  4.106
H  -4.060  1.987  4.899
H  3.116  1.565  2.121
H  0.805  -1.830  -2.269
C  -2.729  -1.175  -0.875
C  -2.644  1.459  3.346
C  3.295  -3.888  0.804
H  4.267  3.835  2.032
H  2.115  2.909  2.606
H  3.231  4.317  0.696
C  -0.824  -0.219  -3.724
C  4.565  -3.339  0.572
H  -3.728  -0.967  -0.481
H  1.179  -3.449  1.038
H  -0.425  0.498  6.732
H  -0.224  -3.232  -6.409
C  2.858  1.321  -1.627
H  -1.803  1.892  2.799
C  -1.899  -0.284  -8.124

---

# C15H16N4O5S2

A single C15H16N4O5S2 molecule at a distorted geometry (the ωB97M-V functional and the def2-TZVPD basis, the OMol25 dataset).

The value obtained for the relative energy (zero: lowest compared OMol25 entry of this formula, charge and spin) is 12.7 kcal/mol. For the HOMO-LUMO gap, the calculation gives 7.077 eV. The total charge is 0.

Positions of all 42 atoms, in Å:
H  2.459  2.357  -4.976
C  -3.029  -1.603  3.298
C  -3.482  0.379  1.574
H  4.518  2.311  -3.826
C  -2.919  -1.846  0.689
H  -2.490  -3.123  2.362
H  -4.011  -1.721  5.064
C  4.455  -1.133  -0.996
N  -2.063  -0.144  -1.481
H  3.693  -1.451  -1.576
N  -3.942  0.944  3.656
H  5.406  -0.878  -1.488
O  3.980  1.064  -2.555
H  3.134  0.896  -4.771
N  0.124  0.026  -2.077
O  -4.235  -0.058  -1.585
C  -3.446  0.121  2.842
C  -3.031  -0.394  0.519
C  -3.157  -1.758  4.596
H  4.790  0.485  0.201
H  1.641  1.401  -3.677
C  -0.760  0.016  -1.211
C  3.563  2.122  -3.333
H  -2.316  -1.303  5.201
C  -2.861  -2.257  2.226
S  2.747  0.041  1.065
S  -0.243  -0.070  0.574
C  4.094  0.127  -0.264
H  -2.121  0.387  -2.564
C  3.639  1.462  -1.267
O  -4.451  1.960  3.280
H  -2.867  -2.958  4.725
H  -3.862  1.162  1.227
C  2.567  1.611  -4.248
C  -3.200  -0.046  -0.916
N  1.461  0.117  -1.419
O  3.039  2.552  -0.917
H  4.567  -1.836  -0.274
O  -3.561  0.782  5.141
H  3.274  3.024  -2.920
C  1.374  -0.157  -0.120
H  -2.475  -2.613  0.221

---

# C5H14N2

A single C5H14N2 molecule at a distorted geometry (the ωB97M-V functional and the def2-TZVPD basis, the OMol25 dataset).

The value obtained for the relative energy (zero: lowest compared OMol25 entry of this formula, charge and spin) is 27.9 kcal/mol. For the HOMO-LUMO gap, the calculation gives 9.556 eV. Its structure (SMILES) is C[C@@H](CN)N(C)C. The total charge is 0.

Positions of all 21 atoms, in Å:
C  0.740  -1.012  -1.486
H  2.500  -1.792  0.132
H  1.171  1.868  0.691
N  -2.539  0.886  0.737
H  -1.826  -1.084  0.339
H  2.478  -0.072  0.545
H  -0.159  0.126  1.568
C  -1.637  -0.036  0.080
H  -2.688  0.662  1.699
N  0.587  -0.973  -0.017
C  0.349  1.575  0.046
H  1.108  -0.074  -1.894
C  1.915  -1.011  0.602
C  -0.169  0.211  0.477
H  1.810  -1.318  1.646
H  -1.835  -0.066  -0.992
H  0.497  1.619  -1.026
H  -0.376  2.282  0.326
H  1.527  -1.735  -1.677
H  -3.273  1.270  0.176
H  -0.180  -1.326  -1.973

---

# C12H30HfN2O16S3

A molecular structure, C12H30HfN2O16S3 at a distorted geometry (the ωB97M-V functional and the def2-TZVPD basis, the OMol25 dataset).

For the HOMO-LUMO gap (alpha / beta), the calculation gives 8.587 / 4.398 eV. The expectation value of S² is 0.758. The total charge is -1. Its spin multiplicity is 2.

Positions of all 64 atoms, in Å:
O  -1.259  2.026  -1.073
Hf  -0.299  0.022  -0.810
O  -2.243  -0.779  -1.614
H  0.378  -1.484  2.267
O  -2.027  2.392  3.157
C  -2.545  -0.933  3.272
C  1.552  -0.536  -3.642
H  -2.483  3.976  4.332
C  2.584  -1.244  -4.538
O  -1.330  -0.352  3.781
O  3.935  -0.628  -4.214
O  2.952  1.423  1.032
H  -0.123  0.121  5.380
H  -2.750  -1.925  3.674
H  -3.399  3.414  2.061
H  2.270  -0.993  -5.551
C  -2.362  -0.957  1.771
H  4.904  -2.003  -5.023
H  -1.636  -1.760  1.639
O  1.665  3.341  0.248
C  1.374  -1.631  1.850
S  -2.183  -2.237  -1.533
C  -1.107  -0.321  5.219
C  -2.570  2.726  1.897
O  1.176  -1.409  0.455
C  -2.986  1.374  1.161
O  -0.370  3.579  -2.584
S  1.752  1.910  0.365
N  1.119  -1.177  -2.463
S  -1.192  2.409  -2.511
O  -1.934  -2.860  -2.770
H  2.117  -0.875  2.105
O  1.612  1.297  -0.962
H  -3.308  1.656  0.159
O  -2.530  2.463  -3.162
N  -1.920  0.307  1.217
C  4.969  -0.916  -5.085
H  1.907  0.485  -3.496
H  -1.750  3.172  1.334
H  -1.978  0.129  5.694
H  5.910  -0.531  -4.691
O  -0.472  1.163  -2.785
O  0.549  1.284  0.869
H  1.839  -2.593  2.067
H  2.659  -2.330  -4.481
H  -3.863  1.141  1.764
H  2.899  -2.199  -2.089
H  -1.048  4.229  3.360
H  2.917  -0.623  -1.450
H  4.721  -0.541  -6.078
H  -1.555  0.634  2.101
H  0.589  -0.451  -4.145
H  -3.266  -1.296  1.265
O  -3.326  -2.774  -0.784
C  -1.603  3.479  3.924
C  1.961  -2.176  -0.360
O  -0.957  -2.124  -0.754
H  -3.397  -0.329  3.583
H  1.583  -3.180  -0.556
H  0.755  -2.060  -2.791
H  -0.976  -1.301  5.680
H  2.914  -2.347  0.141
H  -1.057  3.176  4.818
C  2.240  -1.455  -1.642

---

# C20H16F2N2O3

A single C20H16F2N2O3 molecule at a distorted geometry (the ωB97M-V functional and the def2-TZVPD basis, the OMol25 dataset).

For the HOMO-LUMO gap, the calculation gives 9.490 eV. Its structure (SMILES) is O=C(N[C@H]1CCc2ccccc21)c1cc(COc2ccc(F)cc2F)on1. The total charge is 0.

Positions of all 43 atoms, in Å:
C  -0.751  2.698  -1.322
H  0.319  -3.783  -0.179
C  -3.940  -0.515  -0.347
H  1.680  -0.895  -2.020
C  3.211  -0.807  0.993
F  5.006  1.800  -0.714
C  -3.117  1.222  1.286
C  -1.938  1.666  0.462
H  3.298  0.889  -2.441
H  -5.088  0.688  0.735
N  -1.895  -0.463  -1.718
C  2.321  -1.247  0.003
C  -2.534  -0.906  -0.668
H  -0.434  -0.380  2.357
C  -0.623  -1.973  -0.755
H  -2.021  -2.467  0.860
O  -0.711  -1.104  -1.775
C  0.604  -2.812  -0.593
H  -0.585  1.162  3.191
H  4.786  0.527  1.553
C  0.448  2.354  -0.720
H  1.092  -2.958  -1.563
H  1.400  1.400  0.952
F  3.176  -1.395  2.202
H  -2.765  -0.652  2.315
O  -4.875  -1.108  -0.844
N  -4.118  0.490  0.533
H  1.382  2.628  -1.186
H  -2.895  2.627  -1.197
C  -1.763  -1.897  -0.007
C  -0.738  1.312  1.066
C  4.114  0.210  0.772
C  -0.963  0.575  2.351
H  -2.873  0.722  3.405
C  -1.958  2.364  -0.730
O  1.502  -2.274  0.357
C  2.363  -0.616  -1.235
C  -2.490  0.395  2.439
C  4.130  0.805  -0.478
C  0.464  1.661  0.481
C  3.267  0.405  -1.479
H  -0.746  3.234  -2.259
H  -3.628  2.106  1.686